Here is an isolated ion of composition C10H10O4Si and charge -2 from the Open Molecules 2025 dataset. Energies are from wB97M-V/def2-TZVPD.

LUMO (alpha / beta) = 5.723 / 5.810 eV
HOMO-LUMO gap (alpha / beta) = 0.2080 / 0.2015 Ha
E_HOMO (alpha / beta) = 0.062 / 0.325 eV
Net charge = -2
F_max = 4.386 eV Å⁻¹

Positions of all 25 atoms, in Å:
1 C 2.246 -1.779 -1.350
2 C 1.513 -2.320 -0.308
3 C 1.833 -0.572 -1.965
4 C 0.538 -1.516 0.379
5 C 0.815 0.199 -1.202
6 C 0.195 -0.206 -0.056
7 C -2.628 2.752 1.695
8 C 1.361 -1.224 -3.494
9 C -0.651 0.408 2.899
10 C -2.391 1.702 0.541
11 O -3.789 2.994 2.111
12 O 0.184 -1.152 -3.753
13 O -1.544 3.262 2.117
14 O 2.276 -1.589 -4.208
15 Si -0.759 1.007 1.133
16 H 3.025 -2.443 -1.673
17 H 1.875 -3.225 0.016
18 H 2.654 0.096 -2.318
19 H -0.165 -2.106 0.972
20 H 0.741 1.177 -1.539
21 H -0.658 1.287 3.686
22 H -1.525 -0.155 3.185
23 H 0.186 -0.141 3.057
24 H -2.135 2.387 -0.194
25 H -3.197 1.156 0.270

Löwdin atomic charge list, values in e, 4 entries: C -0.118; C -0.112; C -0.228; C -0.146